Computed, not measured: a structure of composition C32H23Cl2N4O3Re in a non-equilibrium geometry, with ωB97M-V/def2-TZVPD.

Element x y z (Å)
Re (0.17, -0.06, 0.24)
Cl (0.45, -5.03, 1.03)
Cl (-0.08, -3.59, 6.13)
O (0.28, -2.09, 0.57)
O (3.63, 2.10, -0.30)
O (-3.41, 1.92, -0.33)
N (-1.92, 0.28, -0.04)
N (0.04, -0.20, 2.30)
N (0.11, 1.95, -0.11)
N (2.20, 0.47, 0.17)
C (0.27, -3.84, 2.20)
C (0.07, -1.48, 2.78)
C (-3.52, -3.82, -2.69)
C (-1.08, 2.55, -0.26)
C (1.25, 4.00, -0.41)
C (-0.13, -0.69, 5.02)
C (4.26, -2.30, -1.20)
C (-4.65, -3.22, -2.16)
C (-2.15, -2.21, -1.54)
C (0.01, 4.64, -0.54)
C (-3.28, -1.61, -1.00)
C (-0.07, 0.82, 3.16)
C (1.26, 2.65, -0.19)
C (-1.18, 3.90, -0.47)
C (-2.27, -3.31, -2.38)
C (2.17, -1.34, -1.88)
C (0.04, -3.16, 4.50)
C (-0.15, 0.60, 4.53)
C (2.42, 1.72, -0.08)
C (-3.22, -0.45, -0.04)
C (4.12, -3.27, -2.18)
C (0.21, -2.48, 1.79)
C (-4.54, -2.12, -1.32)
C (-4.22, 0.68, -0.38)
C (2.99, -3.29, -3.00)
C (3.28, -1.33, -1.04)
C (2.02, -2.32, -2.85)
C (0.18, -4.15, 3.55)
C (-2.18, 1.54, -0.20)
C (3.46, -0.27, 0.02)
C (-0.01, -1.77, 4.13)
C (4.46, 0.86, -0.33)
H (2.89, -4.04, -3.77)
H (0.22, -5.19, 3.86)
H (-0.03, 5.70, -0.71)
H (3.71, -0.73, 0.98)
H (1.43, -0.53, -1.84)
H (-0.20, -0.87, 6.09)
H (-1.38, -3.77, -2.80)
H (-1.16, -1.83, -1.31)
H (5.27, 0.99, 0.37)
H (-3.37, -0.81, 0.98)
H (4.88, -4.03, -2.30)
H (-0.09, 1.82, 2.76)
H (-3.61, -4.67, -3.34)
H (-5.44, -1.68, -0.90)
H (-5.63, -3.61, -2.40)
H (1.15, -2.31, -3.50)
H (2.18, 4.55, -0.48)
H (-0.23, 1.45, 5.19)
H (4.85, 0.78, -1.34)
H (5.13, -2.31, -0.56)
H (-2.14, 4.37, -0.59)
H (-5.04, 0.79, 0.32)
H (-4.60, 0.60, -1.40)

HOMO level (spin up / spin down): -16.4537 / -16.4473 eV
E: -72809.6475 eV
HOMO-LUMO gap (spin up / spin down): 5.96 / 5.37 eV
max |F|: 1.6 eV/Å
total charge: +3
2S+1: 4